This record from OMol25 describes a structure of composition C8H24FK2O4 at a distorted geometry. The level of theory is the ωB97M-V functional and the def2-TZVPD basis.

Positions of all 39 atoms, in Å:
K 1.2642 -2.6333 0.2777
K -0.8020 -1.4434 -2.1620
F 0.2102 -0.7340 -0.2940
O 1.9013 -0.4758 -1.6375
O 2.0350 -1.0242 0.8652
O -0.9231 0.5696 -1.2030
O -1.2556 -1.7776 0.1070
C 2.3749 0.3085 0.8582
C -1.4661 2.1549 0.5382
C 1.8640 0.8970 -2.1440
C -1.8326 0.8453 -0.2181
C -2.1189 -2.4270 2.4141
C 1.0324 0.7865 -3.4352
C -1.5353 -1.3909 1.4457
C 1.1744 0.9435 1.5175
H 1.4034 1.9524 1.8608
H -0.4482 -1.3482 -0.1848
H 0.2960 1.0802 0.8868
H -2.1831 -1.9976 3.4139
H -0.3931 2.2082 0.7225
H -0.4503 -0.1360 -0.7555
H -1.4147 -3.2563 2.4810
H -2.2148 -0.5455 1.3372
H -2.8310 0.8069 -0.6537
H -0.7316 -0.9059 1.9997
H 1.1736 -0.9957 0.4424
H 1.3255 -0.6472 -0.8887
H -1.9237 0.0303 0.5000
H 1.3179 -0.0844 -4.0252
H 2.5604 0.7330 -0.1285
H 3.2594 0.4026 1.4882
H 0.9141 0.2680 2.3324
H 1.0363 1.6666 -4.0782
H 2.8137 1.3558 -2.4193
H -1.5896 3.0172 -0.1170
H -2.1392 2.4065 1.3578
H 1.3932 1.5172 -1.3813
H -3.0754 -2.8094 2.0579
H -0.0217 0.6823 -3.1783

The HOMO energy is -12.747 eV. Its spin multiplicity is 1. As for the net charge: +1. The value obtained for the HOMO-LUMO gap is 9.4 eV. The energy comes out at -52223.1761 eV. Its energy above the lowest of the compared OMol25 structures with the same formula, charge and spin is 1503.2 kJ/mol.

This record from OMol25 describes an isolated molecule of C4H6ClF2N at a distorted geometry. The level of theory is the ωB97M-V functional and the def2-TZVPD basis.

Positions of all 14 atoms, in Å:
Cl -1.0865 1.1576 1.2191
F -0.0154 -1.6461 1.6399
F -0.2880 -0.2545 -2.3260
N 2.1945 -0.0342 -0.8399
C -0.2057 0.2103 0.0110
C 0.3060 -1.1364 0.4198
C 1.2696 -0.0135 0.2403
C -0.9206 0.4268 -1.3052
H 0.1621 -1.9064 -0.3550
H 2.4598 0.9240 -1.0861
H -1.9696 0.0892 -1.2876
H -0.9055 1.5003 -1.6222
H 1.6033 0.4885 1.1414
H 1.7941 -0.3519 -1.6556

The HOMO energy is -9.399 eV. Its spin multiplicity is 1. Its structure (SMILES) is N[C@@H]1[C@@H](F)[C@]1(Cl)CF. The value obtained for the HOMO-LUMO gap is 10.2 eV. The energy comes out at -23691.4334 eV. Its energy above the lowest of the compared OMol25 structures with the same formula, charge and spin is 90.2 kJ/mol.

This record from OMol25 describes a cluster of 3 separate species, C19H42FN2O12PS3 in total at a distorted geometry. The level of theory is the ωB97M-V functional and the def2-TZVPD basis.

Positions of all 80 atoms, in Å:
S -4.0034 6.0156 -1.4715
S -0.2741 5.4697 2.9971
S 0.6142 3.7993 0.7766
P -0.9548 2.6050 2.9655
F 1.2457 2.1906 0.5049
O 0.9267 -2.5355 -0.5389
O 4.2887 -6.8737 -4.8920
O -0.5433 3.9655 -0.2350
O -2.3427 8.9000 2.2460
O -4.5475 8.5670 -0.0241
O 1.7251 4.8291 0.4633
O -0.0254 8.6804 2.8356
O -1.9588 -4.0532 -0.3197
O -1.0494 -1.9992 1.7865
O 5.9659 -5.1165 -2.9995
O 2.9349 -6.0610 -2.2261
O -5.3477 7.8954 2.1547
N -2.3930 2.6064 2.2256
N 0.1723 3.8804 2.4545
C 0.0399 -2.9279 1.6907
C -4.8924 7.5625 0.7867
C 1.6735 -1.6263 -1.3310
C -2.7205 -2.9847 0.2447
C 7.3186 -5.3392 -2.6469
C 4.3979 -5.4457 -4.8326
C 4.2438 -7.5538 -3.6296
C -4.8365 6.0007 0.2079
C 1.6246 -5.5785 -1.9770
C 1.2095 -2.4032 0.8565
C -4.9764 7.0836 4.6253
C 5.7890 -4.9616 -4.4084
C -1.0143 6.5296 1.6467
C -4.3434 7.5075 3.1575
C -1.8117 -1.7994 0.5893
C 2.9328 -7.3364 -2.8726
C -1.1102 8.0769 2.2747
C -3.1697 8.6189 3.4335
C -2.5244 -5.3217 -0.0466
H -1.1760 2.8078 4.4043
H -3.4559 -2.6739 -0.5043
H 4.3200 -8.6181 -3.8717
H 5.1171 -7.3088 -3.0204
H -4.2488 5.3140 0.9823
H 1.3664 -1.7450 -2.3730
H 2.7408 -1.8380 -1.2496
H 2.8260 -8.0983 -2.0907
H -0.2749 1.3338 2.8274
H -1.8677 -6.0862 -0.4645
H -3.5104 -5.4080 -0.5128
H -2.4514 -0.9328 0.7936
H 0.3937 -3.0655 2.7169
H -3.6342 9.6284 3.8517
H 7.3698 -5.4951 -1.5684
H -3.2453 -3.3122 1.1490
H -2.0889 6.1820 1.3312
H -5.4164 5.9790 4.6017
H -4.1342 7.1596 5.4512
H -0.3065 -3.9051 1.3461
H -2.4151 8.2355 4.2733
H 7.9290 -4.4699 -2.9088
H 2.1083 -2.9963 1.0649
H 5.8889 -3.8956 -4.6369
H 6.5506 -5.5207 -4.9632
H 1.4010 -1.3558 1.1131
H -2.9531 6.9881 -1.4844
H -2.6006 -5.4912 1.0310
H -2.3766 3.3797 1.5254
H 1.4679 -0.5953 -1.0276
H 4.2181 -5.0979 -5.8567
H 1.0620 -5.4970 -2.9119
H 3.6075 -5.0150 -4.2158
H -5.8321 7.8137 4.9524
H -5.9394 5.5555 0.1093
H 7.7077 -6.2351 -3.1387
H -3.8020 6.5405 2.7423
H -0.3381 6.6229 0.6894
H 2.0910 -7.4139 -3.5690
H 1.7030 -4.5818 -1.5358
H 1.1032 -6.2353 -1.2788
H -1.1679 -1.5193 -0.2461

The HOMO energy is -9.101 eV. Its spin multiplicity is 1. Its structure (SMILES) is C[C@H](COC(=O)CSN([PH2]=N)S(=O)(=O)F)OC(=O)CS.COCCOCCOC.COCCOCCOC. The value obtained for the HOMO-LUMO gap is 7.4 eV. The energy comes out at -92432.7192 eV. Its energy above the lowest of the compared OMol25 structures with the same formula, charge and spin is 649.0 kJ/mol.

This record from OMol25 describes a cluster of 2 separate species, CH5NS2 in total at a distorted geometry. The level of theory is the ωB97M-V functional and the def2-TZVPD basis.

Positions of all 9 atoms, in Å:
S -1.1910 -0.9237 -0.0157
S 2.1905 -1.0724 -0.1147
N 0.5387 0.9998 -0.2779
C 1.1513 0.0603 0.4531
H 0.7097 1.0396 -1.2713
H -2.2844 -0.4982 0.6340
H 0.8812 0.1102 1.5145
H -0.0915 1.6704 0.1361
H -1.9046 -1.3859 -1.0583

The HOMO energy is -8.399 eV. Its spin multiplicity is 1. Its structure (SMILES) is NC=S.S. The value obtained for the HOMO-LUMO gap is 8.9 eV. The energy comes out at -24277.4315 eV. Its energy above the lowest of the compared OMol25 structures with the same formula, charge and spin is 87.2 kJ/mol.

Q: What is the energy above the lowest of the compared OMol25 structures with the same formula, charge and spin in the fourth record?
A: 87.2 kJ/mol